(1)
The following is a DFT calculation (wB97M-V/def2-TZVPD) of a cluster of 2 separate species, C4H12N2S in total at a distorted geometry.

The value obtained for the HOMO energy (alpha / beta) is -0.44752 / -0.44304 Eh. As for the charge: +1. Its LUMO energy (alpha / beta) is -2.81 / -7.18 eV. The spin multiplicity is 2. The value obtained for the relative energy (zero: lowest compared OMol25 entry of this formula, charge and spin) is 34.7 kcal per mole. The value obtained for the HOMO-LUMO gap (alpha / beta) is 9.37 / 4.88 eV.

Each line ends with the Mulliken charge.
Positions of all 19 atoms, in Å:
S1 -1.3205 1.8946 0.7327  -0.026
N1 -1.5324 -0.8773 -0.3449  -0.470
N2 1.1044 -3.1506 1.0092  -0.515
C1 1.2324 2.2916 -0.4737  -0.882
C2 -0.1226 -2.4819 0.8338  -0.134
C3 -0.2288 2.7420 -0.5280  -0.352
C4 -0.3073 -1.6151 -0.1693  -0.255
H1 1.5574 2.3705 0.6009  0.311
H2 -0.9198 -2.7770 1.5314  0.282
H3 -2.3094 -1.2217 0.2168  0.309
H4 1.3820 1.2696 -0.7668  0.240
H5 1.3249 -3.2434 2.0310  0.272
H6 -0.3656 3.8431 -0.3824  0.359
H7 -1.2375 0.3836 0.1638  0.347
H8 1.8285 2.9138 -1.1716  0.323
H9 0.4922 -1.4084 -0.8971  0.276
H10 1.8745 -2.7179 0.4802  0.248
H11 -1.7995 -0.7046 -1.3186  0.350
H12 -0.6529 2.4891 -1.5475  0.317

---

(2)
The following is a DFT calculation (wB97M-V/def2-TZVPD) of the ion C2H4NO2 with charge +1 at a distorted geometry.

The value obtained for the HOMO energy is -0.66988 Eh. Its SMILES is C[C@@H]1O[N+]1=O. As for the charge: +1. Its LUMO energy is -7.46 eV. The spin multiplicity is 1. The value obtained for the relative energy (zero: lowest compared OMol25 entry of this formula, charge and spin) is 130.3 kcal per mole. The value obtained for the HOMO-LUMO gap is 10.77 eV.

Each line ends with the Mulliken charge.
Positions of all 9 atoms, in Å:
O1 2.1798 1.1382 -0.3189  -0.139
O2 3.1920 -0.8983 0.1091  -0.269
N1 2.3516 -0.0899 0.2006  0.621
C1 1.0102 0.5467 0.3293  0.266
C2 -0.1449 -0.2321 -0.3214  -0.866
H1 0.1824 -0.7947 -1.1733  0.359
H2 1.0214 0.9273 1.3965  0.366
H3 -1.0150 0.4074 -0.4754  0.337
H4 -0.3982 -0.8967 0.5640  0.325

---

(3)
The following is a DFT calculation (wB97M-V/def2-TZVPD) of a cluster of 18 separate species, C18H69ClF2N4O19S2 in total at a distorted geometry.

The value obtained for the HOMO energy is -0.27735 Eh. Its LUMO energy is 0.11 eV. The spin multiplicity is 1. The value obtained for the HOMO-LUMO gap is 7.66 eV.

Each line ends with the Mulliken charge.
Positions of all 115 atoms, in Å:
Cl1 2.1694 -0.0680 -3.2893  -0.263
S1 -2.6368 -1.6673 -3.5353  -0.282
S2 -2.6811 0.9892 -2.4261  -0.275
F1 -0.1999 -0.7016 -1.3446  -0.364
F2 3.4322 1.2905 1.1740  -0.573
O1 -9.0254 2.8988 4.6524  -0.600
O2 -7.8502 1.5143 2.3692  -0.638
O3 7.6430 -4.3513 -7.2133  -0.641
O4 -5.5338 2.0690 0.8890  -0.535
O5 -7.4481 -0.8734 4.3519  -0.596
O6 -11.1724 1.6322 1.2018  -0.655
O7 7.3641 -1.8249 -3.3679  -0.558
O8 5.5262 -3.6348 -5.2878  -0.710
O9 -9.6916 -0.8506 2.2142  -0.590
O10 -6.2866 -1.7384 0.0212  -0.376
O11 -1.4768 9.9326 1.6881  -0.638
O12 1.6806 -6.0018 2.8809  -0.608
O13 -1.8306 8.0237 -0.3487  -0.647
O14 6.9034 3.9597 1.6846  -0.639
O15 -0.0574 -3.3001 4.0766  -0.622
O16 7.4023 -2.8164 0.1142  -0.665
O17 1.4761 -0.1177 0.0571  -0.487
O18 -0.3477 5.5478 -0.6764  -0.562
O19 -2.5900 -0.1049 2.5953  -0.588
N1 5.0927 0.0321 0.1571  0.397
N2 3.4666 -0.8946 1.6051  -0.292
N3 6.7686 1.5464 -2.4336  -0.772
N4 -4.3545 -1.0492 -1.6028  0.059
C1 -5.0833 -1.6110 0.7290  -0.919
C2 6.9519 1.0637 -1.0514  -0.064
C3 -4.0544 -0.9175 -0.1599  0.341
C4 0.1730 1.6575 -1.0906  -0.484
C5 -1.0699 2.4134 -0.6207  -1.400
C6 3.7265 0.0206 0.5483  -0.668
C7 -6.0628 -2.7261 -0.9698  -0.587
C8 4.7378 -2.7312 -1.7411  -1.105
C9 2.8661 -0.9294 -1.8189  0.608
C10 -4.8337 -2.4028 -1.8586  -0.892
C11 0.2676 0.2703 -0.4918  1.258
C12 3.3911 -2.3095 1.2818  0.895
C13 5.6656 1.3336 -0.2331  -0.601
C14 -2.3963 1.6327 -0.7375  0.636
C15 4.2490 -1.3811 -2.2802  -0.106
C16 2.9959 -3.0875 2.5540  -1.363
C17 -3.3000 -0.6799 -2.4101  0.305
C18 2.7075 0.0578 -0.6381  -1.020
H1 -0.0652 -2.4244 3.6754  0.297
H2 -5.9158 1.4055 1.4736  0.248
H3 -1.6820 0.1590 2.4052  0.255
H4 -0.4367 0.2436 0.3405  -0.420
H5 -7.9266 0.5631 2.5325  0.326
H6 5.4378 -2.6125 -0.9294  -0.017
H7 5.2271 -4.3405 -4.7026  0.322
H8 5.9792 1.8807 0.6438  0.099
H9 -10.5632 1.0912 1.7219  0.378
H10 2.6798 -2.5557 0.4966  -0.074
H11 2.7045 -0.5695 2.1780  0.420
H12 3.9070 -3.3819 -1.4992  0.333
H13 -6.6534 -1.3718 4.5732  0.298
H14 2.5905 -2.3908 3.2782  0.389
H15 -0.9616 2.6284 0.4395  0.330
H16 -6.9669 -2.8443 -1.5518  0.351
H17 -8.5246 3.7215 4.6891  0.290
H18 2.2723 -3.8621 2.3536  0.123
H19 4.7776 -3.4732 -5.8750  0.336
H20 -2.3498 7.7593 -1.1171  0.302
H21 -4.0926 0.1340 0.0766  -0.055
H22 -2.4198 0.8901 0.0353  -0.841
H23 7.6310 1.3875 -2.9467  0.240
H24 7.7043 -2.3856 -0.6959  0.307
H25 -5.8693 -3.6654 -0.4490  0.343
H26 -4.7042 -2.5820 1.0501  0.304
H27 7.5627 -2.1700 0.8103  0.302
H28 6.7021 4.8801 1.4837  0.308
H29 -1.1925 3.3499 -1.1404  0.492
H30 2.2232 -1.7862 -1.6981  0.574
H31 -9.7542 -1.6052 2.8105  0.265
H32 0.8921 -6.5113 3.1007  0.306
H33 5.0008 1.8886 -0.8756  0.376
H34 7.1712 -0.0008 -1.0015  -0.057
H35 -9.7534 3.0262 5.2700  0.281
H36 5.0024 -0.6227 -2.1883  -0.898
H37 -1.1065 10.3070 2.4941  0.299
H38 7.0893 -1.9756 -4.2810  0.277
H39 3.8912 -3.4796 3.0133  0.378
H40 7.5644 -0.8826 -3.3295  0.231
H41 -3.0302 -1.2193 0.0477  0.202
H42 -11.5003 1.0312 0.5254  0.289
H43 6.9815 -4.0217 -6.5877  0.409
H44 0.1414 1.6349 -2.1670  0.420
H45 2.4086 -6.5376 3.2146  0.290
H46 5.6035 -0.3594 0.9382  0.330
H47 6.0619 0.9754 -2.8896  0.298
H48 -0.8216 6.3065 -0.3078  0.309
H49 5.2909 -3.2152 -2.5362  0.275
H50 4.3881 -2.6312 1.0349  -0.118
H51 -5.1451 -2.5313 -2.8782  0.538
H52 7.7030 -5.2933 -7.0253  0.290
H53 -3.1883 2.3411 -0.5444  0.673
H54 -9.5618 -1.2444 1.3433  0.303
H55 2.8281 1.0530 -1.0437  0.942
H56 7.7555 1.6373 -0.6111  0.532
H57 -6.2860 2.3519 0.3585  0.274
H58 -1.9382 8.9820 -0.2981  0.343
H59 1.0238 2.2623 -0.8043  0.244
H60 -4.0682 -3.1333 -1.6096  0.413
H61 -7.4350 -0.1184 4.9518  0.296
H62 4.1731 -1.5428 -3.3464  1.021
H63 0.5321 5.8901 -0.8663  0.275
H64 -3.0032 0.6978 2.9352  0.307
H65 -1.6026 8.9974 1.8894  0.324
H66 -8.4134 1.9125 3.0470  0.331
H67 -5.2199 -1.0050 1.6113  0.428
H68 6.2364 3.7070 2.3329  0.312
H69 0.3400 -3.8650 3.4030  0.317

---

(4)
The following is a DFT calculation (wB97M-V/def2-TZVPD) of a cluster of 2 separate species, CHN3OS in total at a distorted geometry.

The value obtained for the HOMO energy (alpha / beta) is -0.37263 / -0.37265 Eh. Its LUMO energy (alpha / beta) is -2.39 / -2.39 eV. The spin multiplicity is 1. The value obtained for the relative energy (zero: lowest compared OMol25 entry of this formula, charge and spin) is 186.2 kcal per mole. The value obtained for the HOMO-LUMO gap (alpha / beta) is 7.75 / 7.75 eV.

Each line ends with the Mulliken charge.
Positions of all 7 atoms, in Å:
S1 0.7596 0.6827 -0.5186  0.500
O1 0.7574 2.0932 -0.2123  -0.476
N1 0.4990 -0.8576 1.4204  -0.177
N2 1.2932 -0.0378 0.9676  0.013
N3 -0.6246 -1.1314 0.6107  -0.106
C1 -0.7884 -0.2992 -0.2696  -0.005
H1 -1.8963 -0.4500 -1.9982  0.253

---

(5)
The following is a DFT calculation (wB97M-V/def2-TZVPD) of an isolated molecule of C6H15ClNPS at a distorted geometry.

The value obtained for the HOMO energy is -0.31452 Eh. Its SMILES is CC(C)N(C(C)C)[P@@H](=S)Cl. Its LUMO energy is 0.72 eV. The spin multiplicity is 1. The value obtained for the relative energy (zero: lowest compared OMol25 entry of this formula, charge and spin) is 1.7 kcal per mole. The value obtained for the HOMO-LUMO gap is 9.28 eV.

Each line ends with the Mulliken charge.
Positions of all 25 atoms, in Å:
Cl1 2.8406 -1.7719 0.4645  -0.243
S1 1.9947 -0.0697 -2.3684  -0.383
P1 1.3888 -0.9371 -0.7165  0.415
N1 0.2422 -0.0601 0.1366  0.156
C1 -1.9209 -0.7944 -0.9484  -1.168
C2 -1.0966 -2.1503 0.9178  -1.287
C3 0.1938 2.2710 -0.7284  -1.312
C4 0.3556 1.4166 0.4941  0.346
C5 1.7923 1.6064 1.0309  -1.636
C6 -1.1166 -0.7331 0.3942  -0.197
H1 -0.7756 -2.3446 1.9711  0.290
H2 -1.6070 -1.7502 -1.3238  0.367
H3 -0.8518 2.3145 -0.9545  0.367
H4 0.5613 3.1506 -0.4036  0.511
H5 1.7762 2.5816 1.5594  0.432
H6 -0.4299 -2.8000 0.3175  0.360
H7 -1.8899 0.0286 -1.6042  0.324
H8 2.5191 1.6258 0.2469  0.408
H9 0.5708 1.9968 -1.7157  0.191
H10 -0.3982 1.5000 1.2476  0.375
H11 -1.7136 -0.1993 1.1307  0.321
H12 -2.9381 -1.1372 -0.6881  0.404
H13 2.0986 0.9113 1.7720  0.458
H14 -2.0438 -2.5808 0.7173  0.437
H15 0.4478 -2.0744 -0.9491  0.064

---

(6)
The following is a DFT calculation (wB97M-V/def2-TZVPD) of a structure of composition C39H44BrF4N7PSTi at a distorted geometry.

The value obtained for the HOMO energy (alpha / beta) is -0.33504 / -0.38866 Eh. As for the charge: +1. Its LUMO energy (alpha / beta) is -2.32 / -3.47 eV. The spin multiplicity is 3. The value obtained for the relative energy (zero: lowest compared OMol25 entry of this formula, charge and spin) is 21.1 kcal per mole. The value obtained for the HOMO-LUMO gap (alpha / beta) is 6.79 / 7.10 eV.

Each line ends with the Mulliken charge.
Positions of all 98 atoms, in Å:
Br1 -0.6711 -3.2833 1.5512  -0.112
Ti1 -0.9128 0.4486 0.1673  -1.542
S1 -3.8337 -0.0690 0.5599  -0.413
P1 1.3684 -0.9936 0.1872  0.691
F1 2.8006 -6.8016 0.1193  -0.293
F2 0.4076 -6.0430 1.1080  -0.350
F3 4.5899 -4.9372 -0.6776  -0.296
F4 3.9581 -2.3396 -0.6041  -0.396
N1 -1.5617 3.4938 -0.6541  -0.553
N2 -4.2723 -1.9961 2.3282  -0.403
N3 -2.2456 -0.9437 2.4550  -1.010
N4 -1.3170 -0.0399 1.9949  1.579
N5 -1.7830 -3.5632 -2.0752  0.504
N6 -2.0646 2.3332 0.0037  0.555
N7 0.4926 1.6066 1.0347  1.686
C1 -2.6611 -2.3921 -2.0423  -1.048
C2 2.4535 -0.6648 1.6434  1.923
C3 -1.5323 5.8457 -1.0691  -1.663
C4 2.1671 -0.5623 -1.4083  1.664
C5 2.0933 -1.0833 -3.7715  -0.641
C6 1.4018 2.4509 0.5184  -0.360
C7 -1.5904 0.2665 -4.4832  -1.010
C8 -2.1752 -0.8382 -3.8829  -0.550
C9 1.7778 -2.8029 0.1791  -0.303
C10 -0.8438 0.3883 4.3773  -1.817
C11 3.4921 0.6957 -2.9834  -1.091
C12 -2.5335 -4.7293 -1.6461  -1.213
C13 1.6796 -1.3244 -2.4747  -0.591
C14 3.0354 -3.2296 -0.2441  -0.109
C15 -2.0078 -1.1247 -2.5289  0.781
C16 3.0922 0.4416 -1.6780  -0.676
C17 -0.5914 0.6299 2.9201  0.441
C18 3.3846 -4.5660 -0.2753  0.476
C19 -3.4342 -1.0681 1.8397  0.507
C20 2.9896 -0.0565 -4.0324  -0.831
C21 0.3693 1.5430 2.4143  0.188
C22 0.9016 -3.7824 0.6568  0.519
C23 -1.2028 -3.8042 -3.3875  -1.039
C24 3.6531 0.0339 1.6884  -0.578
C25 1.1837 2.3580 3.2279  -0.608
C26 -3.3984 4.8529 0.2661  -1.672
C27 2.2232 3.2531 1.2699  -1.492
C28 2.6360 -1.0640 4.0279  -0.752
C29 1.2430 -5.1238 0.6342  0.311
C30 -1.1099 5.0358 1.2601  -1.132
C31 2.4740 -5.5214 0.1450  0.414
C32 -1.2533 -0.2443 -1.7173  0.966
C33 -0.8015 1.1091 -3.7272  -1.417
C34 2.1045 3.2020 2.6644  -1.182
C35 4.3342 0.1832 2.8899  -0.723
C36 1.9575 -1.2139 2.8314  -0.399
C37 3.8308 -0.3565 4.0604  -0.864
C38 -0.6446 0.8306 -2.3794  0.157
C39 -1.9021 4.7897 -0.0297  1.204
H1 5.2728 0.7229 2.9034  0.487
H2 2.9418 3.8994 0.7863  0.538
H3 4.3638 -0.2323 4.9940  0.409
H4 -3.5550 -2.5838 -2.6617  0.551
H5 1.7066 -1.6843 -4.5840  0.507
H6 -0.2121 1.0047 5.0074  0.497
H7 -2.3238 2.5511 0.9662  0.256
H8 4.0891 0.4540 0.7970  0.251
H9 -0.0482 5.1423 1.0395  0.322
H10 -0.6432 -2.9292 -3.7146  0.220
H11 0.9637 -2.1157 -2.2799  0.292
H12 1.0892 2.3096 4.3021  0.359
H13 -1.9627 -4.0337 -4.1532  0.330
H14 -1.6554 6.8455 -0.6524  0.409
H15 3.5233 1.0325 -0.8853  0.134
H16 -2.7741 -1.5077 -4.4907  0.432
H17 1.0318 -1.7790 2.8148  -0.085
H18 -1.2340 4.2094 1.9676  0.100
H19 1.4857 2.4552 -0.5619  0.441
H20 -3.9852 4.5618 -0.6063  0.359
H21 -3.6616 5.8761 0.5314  0.503
H22 -0.5573 3.4169 -0.7302  0.145
H23 2.2410 -1.5027 4.9357  0.500
H24 -3.6772 4.2149 1.1077  0.306
H25 -2.9252 2.0915 -0.4700  0.409
H26 -5.1419 -2.1495 1.8499  0.260
H27 -0.6434 -0.6540 4.6442  0.321
H28 -3.3859 -4.9437 -2.3097  0.447
H29 -2.9910 -2.2655 -1.0150  -0.039
H30 -1.4483 5.9491 1.7509  0.556
H31 3.2989 0.1538 -5.0477  0.424
H32 2.7348 3.8200 3.2893  0.516
H33 -0.4916 5.7286 -1.3808  0.363
H34 -0.5192 -4.6529 -3.3253  0.372
H35 -2.0071 -1.5431 3.2300  0.466
H36 -1.7376 0.4555 -5.5386  0.425
H37 -1.8896 0.5990 4.6132  0.369
H38 4.2118 1.4813 -3.1756  0.478
H39 -2.9181 -4.5687 -0.6361  0.260
H40 -3.9711 -2.6746 3.0084  0.187
H41 -1.8797 -5.6022 -1.6292  0.333
H42 -0.3159 1.9658 -4.1775  0.528
H43 -2.1633 5.7493 -1.9520  0.402
H44 0.0138 1.5031 -1.8126  0.225

---

For the records above, the corresponding molar mass values read 120.221, 74.059, 783.342, 103.106, 199.687, 877.634 g/mol.